120
Properties=species:S:1:pos:R:3:lowdin_charge:R:1 method="wB97M-V/def2-TZVPD" total_charge=0 de_lowest_kj_mol=182.0 gap_ev=8.00 energy_ha=-4287.601545 homo_ev=-7.88
C -2.405 0.487 -3.832 -0.268
S -1.235 1.693 -4.509 0.821
O -1.334 1.667 -6.064 -0.558
C -2.135 3.107 -3.783 -0.249
H -3.401 0.754 -4.185 0.056
H -2.381 0.318 -2.755 0.054
H -2.258 -0.513 -4.241 0.021
H -1.536 4.014 -3.871 0.048
H -2.313 2.997 -2.713 0.050
H -3.070 3.228 -4.329 0.056
C 0.568 -0.144 -1.440 -0.262
S 0.337 0.796 0.065 0.820
O -0.499 1.943 -0.336 -0.563
C -0.691 -0.355 0.985 -0.258
H 1.628 -0.272 -1.661 0.034
H 0.033 0.309 -2.275 0.014
H 0.160 -1.142 -1.281 0.041
H -0.753 0.027 2.005 0.042
H -0.226 -1.337 1.065 0.038
H -1.679 -0.477 0.542 0.063
C 2.250 2.141 -3.980 -0.278
S 4.016 1.801 -4.048 0.795
O 4.246 0.994 -5.300 -0.557
C 4.712 3.488 -4.283 -0.249
H 2.057 2.808 -3.139 0.057
H 1.798 1.174 -3.757 0.009
H 1.791 2.436 -4.923 0.060
H 4.468 4.200 -3.494 0.052
H 4.369 3.809 -5.267 0.051
H 5.791 3.384 -4.394 0.044
C -1.420 -3.164 -5.258 -0.241
S 0.389 -2.953 -4.887 0.874
O 0.557 -1.673 -4.000 -0.572
C 0.725 -4.459 -3.909 -0.264
H -1.730 -4.034 -5.836 0.055
H -1.571 -2.320 -5.931 0.039
H -1.942 -3.013 -4.313 0.048
H 0.375 -5.405 -4.324 0.057
H 0.416 -4.321 -2.873 0.030
H 1.787 -4.704 -3.887 0.037
C 4.084 -1.896 -2.907 -0.242
S 5.362 -2.404 -1.716 0.831
O 4.710 -2.167 -0.379 -0.573
C 5.535 -4.224 -1.974 -0.242
H 4.569 -1.829 -3.880 0.056
H 3.592 -0.981 -2.576 0.029
H 3.351 -2.702 -2.916 0.028
H 6.301 -4.687 -1.352 0.051
H 5.707 -4.493 -3.017 0.049
H 4.583 -4.699 -1.736 0.025
C 2.341 6.129 2.289 -0.268
S 0.568 6.113 1.953 0.809
O 0.405 7.334 1.118 -0.568
C 0.401 4.569 0.890 -0.252
H 2.972 6.023 1.406 0.052
H 2.568 5.263 2.911 0.047
H 2.416 7.125 2.725 0.046
H 1.170 4.573 0.117 0.043
H -0.415 4.574 0.166 0.036
H 0.412 3.685 1.527 0.038
C 3.290 -7.174 0.826 -0.024
C 2.771 -6.048 1.691 -0.529
C 2.848 -4.645 1.078 -0.145
C 1.981 -4.498 -0.177 -0.175
C 0.475 -4.791 0.188 -0.112
C 0.289 -6.190 0.858 -0.442
N 1.329 -6.260 1.960 -0.097
O 1.043 -7.307 2.876 -0.021
C -1.077 -6.177 1.551 -0.057
C 0.209 -7.346 -0.226 -0.024
C 3.601 -5.926 2.936 -0.047
H 3.033 -8.137 1.266 0.090
H 4.376 -7.166 0.729 0.088
H 2.825 -7.288 -0.153 0.058
H 2.603 -3.822 1.749 0.128
H 3.906 -4.476 0.880 0.102
H 2.259 -5.138 -1.014 0.084
H 2.224 -3.497 -0.532 0.090
H -0.023 -4.782 -0.782 0.088
H 0.129 -3.914 0.734 0.105
H -0.940 -5.757 2.547 0.080
H -1.838 -5.578 1.050 0.085
H -1.559 -7.147 1.671 0.084
H -0.764 -7.281 -0.713 0.077
H 0.980 -7.207 -0.984 0.054
H 0.316 -8.346 0.193 0.084
H 3.181 -5.192 3.624 0.092
H 4.643 -5.635 2.803 0.091
H 3.665 -6.900 3.421 0.083
H 0.341 -6.929 3.411 0.081
C -3.203 2.287 3.452 -0.027
C -3.685 3.710 3.055 -0.489
C -5.172 3.667 3.144 -0.178
C -5.865 5.002 3.057 -0.180
C -5.404 5.839 4.265 -0.111
C -3.808 6.111 4.175 -0.431
N -3.113 4.813 3.888 -0.099
O -1.704 4.876 3.857 -0.054
C -3.516 7.142 3.075 -0.047
C -3.267 6.712 5.536 -0.028
C -3.287 3.955 1.588 -0.025
H -3.485 1.618 2.639 0.075
H -3.618 1.830 4.350 0.083
H -2.114 2.295 3.391 0.072
H -5.537 3.054 2.321 0.124
H -5.495 3.080 4.004 0.121
H -6.939 4.827 3.000 0.113
H -5.555 5.673 2.255 0.099
H -5.810 5.446 5.197 0.109
H -5.805 6.839 4.102 0.105
H -3.669 6.860 2.033 0.070
H -3.887 8.162 3.178 0.085
H -2.432 7.237 3.022 0.072
H -3.621 7.725 5.730 0.076
H -3.647 6.083 6.340 0.073
H -2.178 6.774 5.545 0.071
H -3.320 3.033 1.008 0.077
H -2.243 4.213 1.410 0.053
H -3.827 4.751 1.075 0.079
H -1.435 4.346 4.611 0.100


132
Properties=species:S:1:pos:R:3:lowdin_spin:R:1 method="wB97M-V/def2-TZVPD" total_charge=+2 s2=30.0054 multiplicity=11 de_lowest_kj_mol=0.0 gap_ev="8.48 / 8.02" energy_ha=-5899.242284 homo_ev="-12.31 / -12.31"
Mn -0.300 1.513 -2.822 4.726
Mn -1.221 -2.966 0.538 4.720
O 0.440 0.714 -1.046 0.050
P 0.695 -0.021 0.194 0.015
O 0.129 -1.332 0.449 0.043
F 0.330 0.913 1.358 0.003
F 2.213 -0.119 0.356 0.003
O -1.998 -1.870 -1.053 0.046
P -2.066 -1.461 -2.453 0.016
O -1.541 -0.183 -2.925 0.048
F -3.489 -1.648 -2.928 0.004
F -1.349 -2.562 -3.284 0.002
C 3.936 -3.787 1.806 0.000
O 3.375 -4.003 0.522 0.002
C 1.991 -4.174 0.526 0.004
C 1.521 -3.941 -0.884 0.004
N 0.045 -4.006 -1.047 0.027
C -0.458 -5.415 -0.932 0.007
C -1.975 -5.506 -0.993 0.003
O -2.601 -4.527 -0.178 0.043
C -3.986 -4.373 -0.403 0.004
H 3.507 -4.534 2.496 0.000
H 3.656 -2.819 2.218 0.000
H 4.994 -3.983 1.694 0.000
H 1.506 -3.441 1.201 0.003
H 1.685 -5.167 0.897 0.000
H 1.950 -4.687 -1.562 0.001
H 1.836 -2.936 -1.159 0.000
H -0.144 -3.751 -2.020 0.001
H -0.088 -5.882 -0.025 0.001
H -0.068 -5.928 -1.816 0.001
H -2.234 -6.486 -0.580 0.000
H -2.364 -5.439 -2.011 0.000
H -4.180 -4.254 -1.473 0.001
H -4.341 -3.477 0.096 0.000
H -4.544 -5.233 -0.024 0.001
C -6.926 -1.937 2.312 0.000
O -5.587 -2.318 2.040 0.000
C -4.840 -2.620 3.212 0.002
C -3.521 -3.124 2.705 0.005
N -2.832 -2.129 1.832 0.027
C -2.314 -0.989 2.619 0.004
C -1.361 -1.432 3.694 0.001
O -0.477 -2.389 3.159 0.020
C 0.433 -2.844 4.135 0.001
H -6.968 -1.255 3.177 0.000
H -7.565 -2.780 2.578 0.000
H -7.249 -1.361 1.450 0.000
H -5.371 -3.395 3.775 0.000
H -4.756 -1.718 3.832 0.000
H -3.725 -4.020 2.119 0.001
H -2.855 -3.450 3.505 0.000
H -3.618 -1.717 1.321 0.002
H -3.110 -0.396 3.087 0.001
H -1.868 -0.279 1.918 0.000
H -1.926 -1.873 4.524 0.000
H -0.810 -0.550 4.041 0.000
H -0.053 -3.531 4.839 0.000
H 0.857 -2.007 4.699 0.000
H 1.236 -3.392 3.656 0.000
C 8.116 -1.490 1.369 0.000
O 6.901 -0.785 1.505 0.000
C 6.223 -1.106 2.700 0.000
C 4.854 -0.472 2.623 0.000
N 4.932 0.967 2.815 0.000
C 3.620 1.618 2.733 0.000
C 3.768 3.112 2.978 0.000
O 4.582 3.766 2.036 0.000
C 4.093 3.799 0.730 0.000
H 8.048 -2.533 1.701 0.000
H 8.912 -1.020 1.962 0.000
H 8.414 -1.482 0.323 0.000
H 6.754 -0.643 3.542 0.000
H 6.149 -2.188 2.832 0.000
H 4.194 -0.924 3.375 0.000
H 4.405 -0.746 1.648 0.000
H 5.462 1.366 2.041 0.000
H 2.997 1.230 3.546 0.000
H 3.117 1.448 1.773 0.000
H 4.217 3.289 3.950 0.000
H 2.750 3.542 2.991 0.000
H 3.733 2.823 0.382 0.000
H 4.932 4.033 0.065 0.000
H 3.362 4.607 0.590 0.000
C -0.616 6.262 -0.989 0.000
O -0.074 4.979 -1.170 0.000
C 1.200 5.047 -1.758 0.000
C 1.955 3.745 -1.766 0.004
N 1.583 2.766 -2.818 0.034
C 2.661 1.745 -2.911 0.004
C 2.419 0.784 -4.040 0.002
O 1.099 0.225 -3.990 0.037
C 0.976 -0.877 -4.869 0.004
H -1.645 6.164 -0.643 0.000
H -0.635 6.840 -1.918 0.000
H -0.059 6.820 -0.229 0.000
H 1.828 5.725 -1.154 0.000
H 1.160 5.518 -2.752 0.000
H 1.990 3.246 -0.797 0.000
H 2.999 4.036 -1.952 0.001
H 1.655 3.284 -3.697 0.004
H 2.863 1.286 -1.944 0.000
H 3.615 2.240 -3.154 0.001
H 3.210 0.028 -4.089 0.000
H 2.537 1.312 -5.003 0.000
H 1.297 -0.606 -5.881 0.001
H -0.079 -1.116 -4.926 0.000
H 1.588 -1.715 -4.538 0.001
C -3.118 6.518 -3.630 0.000
O -2.681 5.177 -3.499 0.000
C -3.612 4.398 -2.760 0.002
C -3.075 2.984 -2.718 0.009
N -1.776 2.907 -1.989 0.036
C -1.964 2.896 -0.494 0.005
C -3.106 2.086 0.075 0.000
O -3.213 0.826 -0.527 0.000
C -4.510 0.280 -0.367 0.000
H -2.360 7.077 -4.175 0.000
H -3.276 7.003 -2.659 0.000
H -4.050 6.589 -4.203 0.000
H -4.590 4.459 -3.247 0.000
H -3.672 4.808 -1.737 0.000
H -2.879 2.713 -3.761 0.003
H -3.829 2.311 -2.325 0.000
H -1.425 3.869 -2.080 0.004
H -2.071 3.928 -0.155 0.001
H -1.032 2.557 -0.046 0.000
H -4.038 2.650 -0.070 0.000
H -2.905 1.988 1.149 0.000
H -4.456 -0.792 -0.567 0.000
H -5.220 0.725 -1.070 0.000
H -4.861 0.374 0.669 0.000


133
Properties=species:S:1:pos:R:3:lowdin_spin:R:1 method="wB97M-V/def2-TZVPD" total_charge=+1 s2=2.0037 multiplicity=3 gap_ev="7.49 / 4.63" energy_ha=-4017.476334 homo_ev="-10.10 / -10.10"
Pd 2.975 -0.365 -0.327 1.504
C -0.378 0.492 1.885 0.000
F -0.384 1.653 1.335 0.000
F 0.723 0.397 2.656 0.000
F -1.438 0.274 2.607 0.000
S -0.210 -0.841 0.527 0.002
O 0.348 -2.013 1.148 -0.001
O -1.549 -1.092 -0.015 0.010
N 0.896 -0.092 -0.590 0.088
S 0.008 0.647 -1.653 0.007
O -1.265 1.222 -1.199 0.018
O 0.854 1.591 -2.398 0.002
C -0.289 -0.775 -2.961 0.002
F -0.701 -0.273 -4.154 0.000
F 0.897 -1.423 -3.169 0.001
F -1.065 -1.705 -2.446 0.000
C -2.603 -4.389 -2.259 0.000
C -1.598 -5.117 -3.197 0.000
O -0.223 -4.657 -3.104 0.000
H -2.945 -3.437 -2.665 0.000
H -2.254 -4.209 -1.242 0.000
H -3.609 -4.798 -2.170 0.000
H -1.793 -5.011 -4.265 0.000
H -1.644 -6.187 -2.992 0.000
H -0.033 -4.649 -2.163 0.000
C -3.016 -3.119 4.080 0.000
C -2.545 -3.693 2.677 0.000
O -3.377 -4.797 2.231 0.000
H -2.808 -3.945 4.760 0.000
H -4.075 -2.912 4.233 0.000
H -2.443 -2.219 4.306 0.000
H -1.522 -4.046 2.548 0.000
H -2.623 -3.103 1.764 0.000
H -3.470 -4.685 1.282 0.000
C 1.013 -3.231 4.748 0.000
O 1.813 -2.529 3.832 0.000
C 3.234 -2.627 3.760 0.005
C 3.812 -1.718 2.620 0.007
N 3.001 -1.840 1.287 0.093
C 3.545 -3.066 0.683 0.009
C 2.962 -3.209 -0.687 0.001
O 3.356 -2.146 -1.553 0.059
C 4.164 -2.493 -2.581 0.008
H 0.099 -2.649 4.864 0.000
H 1.436 -3.506 5.714 0.000
H 0.763 -4.228 4.385 0.000
H 3.557 -3.655 3.599 0.000
H 3.658 -2.236 4.686 0.001
H 4.854 -2.028 2.535 0.000
H 3.715 -0.699 2.997 0.001
H 2.169 -2.129 1.781 0.002
H 3.237 -3.951 1.240 0.003
H 4.627 -3.090 0.548 0.000
H 1.879 -3.093 -0.718 0.000
H 3.173 -4.232 -0.998 0.000
H 4.536 -1.628 -3.131 0.001
H 3.679 -3.054 -3.380 0.001
H 4.995 -3.110 -2.241 0.001
C 0.532 0.769 6.229 0.000
O 0.210 1.598 7.306 0.000
C -0.969 2.441 7.186 0.000
C -2.200 1.486 7.355 0.000
N -3.524 2.046 7.412 0.000
C -3.924 2.287 5.974 0.000
C -4.695 1.048 5.341 0.000
O -5.730 0.595 6.272 0.000
C -6.624 -0.313 5.570 0.000
H 1.554 0.483 6.478 0.000
H 0.494 1.105 5.192 0.000
H 0.029 -0.193 6.127 0.000
H -1.180 3.004 6.277 0.000
H -0.851 3.167 7.990 0.000
H -2.002 0.885 8.243 0.000
H -2.289 0.703 6.601 0.000
H -4.233 1.410 7.747 0.000
H -3.024 2.569 5.426 0.000
H -4.556 3.174 6.028 0.000
H -4.008 0.234 5.112 0.000
H -5.105 1.324 4.369 0.000
H -6.988 0.057 4.611 0.000
H -7.538 -0.422 6.154 0.000
H -6.190 -1.310 5.499 0.000
C -3.048 6.118 -3.065 0.000
C -4.480 5.771 -2.400 0.000
C -4.370 5.914 -0.858 0.000
O -3.241 5.407 -0.223 0.000
C -3.151 3.957 -0.323 0.000
N -5.376 6.756 -2.926 0.000
H -3.112 6.366 -4.125 0.000
H -2.422 5.275 -2.770 0.000
H -2.625 6.994 -2.573 0.000
H -4.763 4.740 -2.613 0.000
H -5.313 5.473 -0.537 0.000
H -4.210 6.962 -0.603 0.000
H -4.082 3.394 -0.376 0.000
H -2.535 3.522 0.465 0.000
H -2.690 3.558 -1.227 0.000
H -5.434 7.675 -2.511 0.000
H -5.067 6.974 -3.863 0.000
C 3.358 3.730 0.617 0.004
C 3.112 2.393 0.009 0.002
C 3.945 2.233 -1.367 0.003
O 3.497 1.014 -1.924 0.055
C 3.621 0.853 -3.263 0.006
N 3.484 1.470 0.975 0.095
H 4.391 4.072 0.557 0.000
H 3.065 3.642 1.664 0.000
H 2.741 4.561 0.276 0.001
H 2.039 2.217 -0.059 0.000
H 4.994 2.135 -1.089 0.000
H 3.645 3.081 -1.983 0.001
H 2.916 1.608 -3.611 0.001
H 3.371 -0.154 -3.596 0.001
H 4.596 1.149 -3.651 0.001
H 3.011 1.730 1.828 0.001
H 4.439 1.713 1.199 0.005
C 1.206 -0.924 -7.129 0.000
C 2.493 -1.763 -7.205 0.000
C 3.642 -1.086 -8.078 0.000
O 3.131 -0.722 -9.356 0.000
C 3.851 0.107 -10.216 0.000
N 3.020 -1.966 -5.891 0.000
H 0.379 -1.412 -6.614 0.000
H 0.790 -0.523 -8.054 0.000
H 1.324 0.045 -6.644 0.000
H 2.157 -2.644 -7.753 0.000
H 4.533 -1.694 -8.238 0.000
H 3.880 -0.200 -7.491 0.000
H 4.272 0.935 -9.645 0.000
H 3.111 0.443 -10.942 0.000
H 4.627 -0.304 -10.862 0.000
H 2.348 -2.566 -5.435 0.000
H 3.627 -2.756 -6.059 0.000